ORCA calculation (ωB97M-V with the def2-TZVPD basis set) on 2 unconnected molecules or ions with the total composition C5H16N3.

Properties
E_HOMO (eV): -14.8704
Energy (eV): -9909.56695
Frontier orbital gap (eV): 11.90
Net charge: +1
Relative energy (zero: lowest compared OMol25 entry of this formula, charge and spin) (kcal/mol): 3.4
F_max (Eh/bohr): 0.01501

```
24
Properties=species:S:1:pos:R:3:forces:R:3:nbo_charge:R:1
C 0.34188 -1.71314 -0.50779 -0.10 -0.20 -0.29 -0.237
C 0.22359 -2.02568 -1.98991 0.33 0.32 -0.10 -0.625
C -1.15144 -0.76229 1.20840 0.05 0.65 -0.14 0.683
N -0.89235 -1.05844 -0.04758 0.58 -0.12 -0.38 -0.542
N -0.33766 -1.16488 2.17628 0.15 -0.23 0.72 -0.763
N -2.23372 -0.01278 1.50842 0.01 0.07 0.27 -0.769
H 0.47939 -2.65217 0.03095 -0.04 0.05 0.13 0.209
H 1.20467 -1.06353 -0.34440 -0.08 0.02 0.17 0.219
H 0.19813 -1.11915 -2.60190 -0.15 0.03 0.16 0.222
H -0.65155 -2.63025 -2.21289 0.02 -0.14 0.00 0.227
H -1.48689 -0.73009 -0.79362 -0.25 0.12 0.29 0.427
H 0.53806 -1.63906 2.03167 -0.18 -0.14 -0.41 0.434
H -0.55167 -1.00308 3.14850 -0.14 0.19 -0.16 0.426
H -2.50808 0.70907 0.85879 -0.11 -0.25 -0.18 0.423
H -2.36984 0.26772 2.46868 0.05 -0.13 -0.04 0.415
H 1.12940 -2.54386 -2.29618 -0.10 -0.22 -0.05 0.248
C 1.49220 1.85584 -0.56858 -0.03 0.18 0.37 -0.606
C 0.52069 2.94963 -0.09868 0.39 -0.61 0.07 -0.598
H 1.84088 1.23127 0.25980 -0.20 -0.05 0.02 0.188
H 0.98669 1.22642 -1.30006 0.23 -0.09 -0.19 0.185
H 2.40235 2.27492 -0.99873 -0.16 0.01 -0.18 0.227
H 0.39891 3.68336 -0.89008 -0.18 0.17 0.13 0.223
H 0.87113 3.41936 0.81737 0.08 0.25 -0.11 0.215
H -0.44477 2.50080 0.14155 -0.16 0.11 -0.10 0.170
```
Forces are in eV/Å.